1.
A 4-piece molecular cluster, C2H12N2O3 overall at a distorted geometry, computed with the ωB97M-V functional and the def2-TZVPD basis.

Last column: Löwdin charge in e.
CARTESIAN COORDINATES (ANGSTROEM)
H: -1.397 1.513 -0.958  0.06
N: -0.762 0.987 -0.334  -0.01
C: 0.223 0.557 -1.094  -0.31
N: 0.518 -0.759 -1.363  -0.02
C: 1.585 -1.021 -2.407  -0.06
H: 0.841 1.267 -1.721  0.12
H: -0.268 -1.334 -1.074  0.12
H: 2.422 -1.615 -2.006  0.08
H: 1.098 -1.638 -3.236  0.10
H: 1.769 -0.036 -2.852  0.06
O: 0.125 -0.254 3.107  -0.05
H: -0.715 -0.239 3.330  -0.07
H: 0.428 0.705 3.264  0.06
O: -2.573 -1.665 0.425  -0.10
H: -2.077 -2.416 0.841  0.05
H: -2.240 -0.906 0.935  0.01
O: 0.363 2.382 2.176  -0.11
H: -0.357 2.261 1.483  0.04
H: 1.019 2.214 1.485  0.03

Computed properties:
**Total energy**: -11389.3631 eV
**SMILES**: [H]/N=C/NC.O.O.O
**Total charge**: 0
**LUMO level**: 0.737 eV
**Frontier orbital gap**: 9.44 eV
**ΔE to the lowest compared entry with this formula, charge and spin**: 230.20 kJ/mol
**HOMO level**: -8.7008 eV



2.
C8H21CeINO3P2 as an isolated structure at a distorted geometry, computed with the ωB97M-V functional and the def2-TZVPD basis.

Last column: Löwdin charge in e.
CARTESIAN COORDINATES (ANGSTROEM)
C: -0.041 -0.035 -4.579  -0.35
I: 0.070 -0.150 -2.369  0.98
H: 0.983 0.099 -4.932  0.02
H: -0.674 0.816 -4.838  0.02
H: -0.470 -0.977 -4.927  0.02
Ce: 0.516 0.034 0.993  0.69
P: -0.001 2.775 0.184  0.70
C: -1.486 3.783 -0.152  -0.23
C: 0.656 3.707 1.621  -0.24
H: 0.765 4.762 1.338  0.07
H: 1.080 4.525 -1.112  0.07
H: 1.629 3.307 1.941  0.06
H: 2.118 3.071 -0.993  0.06
H: -2.199 3.616 0.667  0.06
H: -0.061 3.625 2.449  0.07
C: 1.090 3.427 -1.135  -0.26
H: -1.211 4.848 -0.190  0.07
H: 0.718 3.087 -2.108  0.03
H: -1.908 3.475 -1.118  0.06
P: 0.035 -2.791 0.575  0.71
C: -1.431 -3.867 0.413  -0.23
C: 1.134 -3.631 -0.624  -0.25
H: 1.669 -3.025 2.396  0.06
H: 0.822 -4.563 2.025  0.07
H: -0.017 -3.280 2.949  0.07
C: 0.701 -3.478 2.143  -0.24
H: 2.153 -3.233 -0.548  0.06
H: 1.152 -4.709 -0.417  0.07
H: -1.136 -4.921 0.529  0.07
H: -1.874 -3.719 -0.579  0.06
H: 0.754 -3.470 -1.639  0.04
H: -2.139 -3.599 1.208  0.06
C: -1.794 -0.067 0.256  -0.19
O: -2.853 -0.095 -0.221  0.17
O: 1.004 0.294 4.526  0.13
N: 0.792 0.203 3.344  -0.27
O: -0.546 0.160 2.927  -0.28

Computed properties:
**Total energy**: -55859.1219 eV
**Expectation value of S²**: 0.751
**Total charge**: +2
**2S+1**: 2
**LUMO level (spin up / spin down)**: -8.001 / -7.907 eV
**Frontier orbital gap (spin up / spin down)**: 8.18 / 8.26 eV
**HOMO level (spin up / spin down)**: -16.1810 / -16.1640 eV



3.
C5H20F3N10O5Y as an isolated structure at a distorted geometry, computed with the ωB97M-V functional and the def2-TZVPD basis.

Last column: Löwdin charge in e.
CARTESIAN COORDINATES (ANGSTROEM)
Y: -0.073 1.147 0.012  1.61
F: 0.391 -0.657 -1.407  -0.49
F: -1.437 2.885 0.063  -0.58
F: 1.883 2.283 -0.107  -0.51
C: 0.482 1.408 3.563  -0.63
O: 0.076 1.719 2.452  -0.03
N: 0.914 0.167 3.886  0.17
N: 0.515 2.334 4.566  0.17
H: 0.925 -0.543 3.171  0.06
H: 1.038 -0.158 4.828  0.10
H: 0.942 2.073 5.435  0.09
H: 0.126 3.245 4.416  0.11
C: -1.090 -1.833 1.560  -0.62
O: -1.011 -0.659 1.209  -0.07
N: -1.123 -2.209 2.867  0.18
N: -1.232 -2.832 0.645  0.19
H: -1.127 -3.200 3.022  0.10
H: -1.254 -1.515 3.579  0.11
H: -0.904 -2.643 -0.288  0.09
H: -1.707 -3.675 0.901  0.10
C: 0.141 1.620 -3.541  -0.64
O: -0.013 1.930 -2.375  -0.04
N: 0.304 0.321 -3.906  0.15
N: 0.038 2.538 -4.556  0.16
H: 0.433 0.027 -4.855  0.09
H: 0.505 -0.300 -3.119  0.06
H: 0.097 2.313 -5.528  0.09
H: -0.093 3.481 -4.235  0.11
C: 2.807 -0.677 0.700  -0.65
O: 1.727 -0.515 1.277  -0.06
N: 3.556 -1.810 0.910  0.15
N: 3.331 0.265 -0.084  0.17
H: 3.149 -2.487 1.527  0.09
H: 4.557 -1.792 0.840  0.09
H: 4.187 0.124 -0.593  0.10
H: 2.882 1.174 -0.252  0.02
C: -2.778 -0.169 -1.755  -0.63
O: -2.237 0.494 -0.890  -0.05
N: -4.083 0.022 -2.084  0.17
N: -2.122 -1.227 -2.339  0.15
H: -4.607 -0.552 -2.720  0.09
H: -4.689 0.509 -1.446  0.11
H: -1.142 -1.189 -2.044  0.03
H: -2.284 -1.441 -3.308  0.09

Computed properties:
**Total energy**: -39856.7987 eV
**Total charge**: 0
**LUMO level**: 0.470 eV
**Frontier orbital gap**: 9.32 eV
**ΔE to the lowest compared entry with this formula, charge and spin**: 0.00 kJ/mol
**HOMO level**: -8.8447 eV



4.
C24H45F5OP2TbTe as an isolated structure at a distorted geometry, computed with the ωB97M-V functional and the def2-TZVPD basis.

Last column: Löwdin charge in e.
CARTESIAN COORDINATES (ANGSTROEM)
Tb: 0.004 -0.040 0.986  1.14
C: -2.101 1.686 0.750  -0.30
C: -2.545 0.776 -0.249  -0.23
C: -2.378 -0.404 1.730  -0.31
C: -2.084 0.985 1.998  -0.29
C: -2.681 -0.514 0.341  -0.27
C: -1.926 3.148 0.566  -0.04
H: -1.516 3.380 -0.424  0.07
H: -1.247 3.573 1.313  0.06
H: -2.893 3.668 0.657  0.11
C: -1.963 1.594 3.341  -0.01
H: -1.700 2.661 3.297  0.09
H: -1.185 1.092 3.922  0.04
H: -2.895 1.488 3.925  0.12
C: -2.427 -1.517 2.714  -0.02
H: -3.457 -1.743 3.036  0.11
H: -1.828 -1.313 3.608  0.06
H: -2.020 -2.442 2.272  0.08
C: -3.260 -1.705 -0.324  -0.03
H: -4.363 -1.704 -0.262  0.11
H: -2.912 -2.634 0.139  0.07
H: -2.995 -1.742 -1.392  0.07
C: -3.036 1.175 -1.591  -0.01
H: -4.031 1.667 -1.542  0.12
H: -3.138 0.320 -2.274  0.06
H: -2.362 1.892 -2.085  0.07
C: 1.470 0.534 -2.749  -0.12
C: 0.441 1.386 -2.903  -0.12
C: -0.176 1.631 -4.251  -0.17
C: -1.056 0.512 -4.888  -0.17
C: -1.163 -0.778 -4.123  -0.12
C: -0.133 -1.611 -4.003  -0.11
C: 1.207 -1.305 -4.618  -0.17
C: 2.053 -0.193 -3.932  -0.18
H: 0.618 1.870 -4.974  0.11
H: -0.667 0.320 -5.900  0.11
H: -0.806 2.529 -4.177  0.11
H: 2.304 0.543 -4.712  0.11
H: 2.021 0.416 -1.809  0.08
H: 0.075 2.031 -2.099  0.08
H: 3.000 -0.654 -3.619  0.10
H: 1.801 -2.230 -4.629  0.11
H: -0.206 -2.585 -3.514  0.10
H: 1.079 -1.027 -5.675  0.11
H: -2.069 0.912 -5.036  0.11
H: -2.159 -1.012 -3.743  0.09
P: 1.818 2.135 1.215  0.73
C: 1.401 2.900 2.827  -0.25
H: 2.229 3.527 3.189  0.07
H: 1.214 2.119 3.575  0.00
H: 0.488 3.507 2.731  0.04
C: 3.482 1.417 1.463  -0.26
H: 4.193 2.146 1.884  0.06
H: 3.862 1.054 0.495  0.04
H: 3.409 0.562 2.151  0.03
C: 1.989 3.563 0.091  -0.27
H: 2.388 3.229 -0.880  0.04
H: 2.636 4.361 0.499  0.06
H: 0.987 3.986 -0.096  0.03
P: 0.983 -2.646 0.326  0.75
C: -0.268 -3.828 -0.288  -0.27
H: 0.154 -4.742 -0.736  0.06
H: -0.887 -3.307 -1.036  0.02
H: -0.926 -4.117 0.551  0.05
C: 2.591 -2.766 -0.537  -0.26
H: 2.450 -2.794 -1.627  0.04
H: 3.197 -3.629 -0.212  0.06
H: 3.164 -1.850 -0.307  0.04
C: 1.357 -3.400 1.948  -0.29
H: 1.611 -4.474 1.876  0.07
H: 0.505 -3.266 2.629  0.02
H: 2.195 -2.855 2.393  0.01
F: -0.022 -2.196 4.650  -0.36
Te: 1.300 -0.800 4.675  1.95
F: 2.719 -1.945 4.085  -0.36
F: 1.755 -1.184 6.537  -0.34
F: 0.011 0.432 5.353  -0.36
F: 2.562 0.620 4.588  -0.36
O: 0.760 -0.400 2.889  -0.75

Computed properties:
**Total energy**: -89551.7512 eV
**Expectation value of S²**: 12.686
**Total charge**: +1
**2S+1**: 7
**LUMO level (spin up / spin down)**: -4.709 / -5.390 eV
**Frontier orbital gap (spin up / spin down)**: 6.46 / 3.86 eV
**HOMO level (spin up / spin down)**: -11.1739 / -9.2447 eV



total charge of number 1 (C2H12N2O3)? 0